# 1
Computed, not measured: an isolated molecule of C15H23Cl2N2O2P in a non-equilibrium geometry, with ωB97M-V/def2-TZVPD.

Atoms and positions in Å:
P  -0.22936  -1.26469  -0.54894
H  1.56725  2.23575  0.66693
N  1.36921  -1.43378  -1.20590
C  -2.86882  -0.05331  -0.47428
C  -0.97553  2.28398  2.94513
C  3.09480  0.08012  -2.31411
C  -0.14888  1.78189  1.95486
C  1.17080  3.80094  2.09820
O  -0.39527  -2.24514  0.57318
Cl  4.20192  -1.96885  0.22967
H  -1.12773  -0.08951  2.01416
C  0.32551  4.27361  3.10035
H  -2.01591  1.83132  0.08135
H  -2.92148  -0.47612  0.53613
H  2.66454  -2.86776  -1.99255
H  -1.53074  3.87505  4.19840
C  -3.36489  -2.49264  -1.11764
H  -1.84113  1.67991  3.25056
H  1.16555  -3.48155  -1.25096
H  -3.28446  -3.26540  -1.88274
H  1.53645  -1.04437  -3.24173
C  0.92332  2.58962  1.48485
C  1.95682  -2.77125  -1.13155
H  -2.95820  -2.90364  -0.15151
H  0.63110  -0.10721  1.73013
H  0.91920  0.34441  -2.34811
H  2.02781  4.41313  1.81546
C  -0.77854  3.55548  3.48257
H  3.27539  0.61715  -1.37978
C  1.66610  -0.49562  -2.33266
H  -3.09179  -0.80542  -2.44348
N  -0.54006  0.33840  0.02725
C  2.70766  -2.94494  0.20809
H  -4.41249  -2.30180  -0.92968
H  -3.84880  0.41237  -0.61949
O  -1.27276  -1.46532  -1.81644
Cl  3.34578  1.15078  -3.73040
H  2.91924  -4.04197  0.36916
H  0.56232  5.23624  3.54862
C  -2.63110  -1.17512  -1.51369
H  3.79950  -0.74704  -2.33995
C  -0.28534  0.37965  1.46744
C  -1.74931  0.94985  -0.50634
H  2.04433  -2.65249  1.04605
H  -1.60202  1.26526  -1.55664

Cartesian forces, eV/Å:
P 0.67 -0.73 0.68
H -0.32 0.06 0.44
N -2.32 2.19 0.21
C -0.27 -0.70 0.39
C -0.48 -0.26 -0.41
C -0.63 -0.49 0.65
C 0.99 1.08 -0.11
C 0.15 0.15 -0.12
O 0.14 0.64 -1.37
Cl -0.14 -0.25 0.15
H 0.50 -0.08 -0.08
C 0.30 0.77 0.08
H 0.26 0.00 -0.03
H 0.11 -0.11 -0.04
H -0.48 -0.08 0.68
H 0.42 0.37 0.05
C 0.88 0.21 0.94
H 0.42 0.26 0.02
H -0.25 -0.83 0.17
H 0.11 0.15 -0.05
H -0.10 -0.23 -0.89
C -0.37 -0.60 0.19
C 1.17 1.09 -0.18
H -0.12 0.45 -0.97
H 0.39 -0.71 -0.20
H 0.67 -0.81 0.24
H -0.21 -0.22 -0.05
C -0.54 -0.80 0.19
H -0.02 0.19 -0.31
C -0.21 0.21 0.57
H 0.43 -0.20 0.01
N 1.58 -1.92 -1.50
C -1.01 -1.43 -0.04
H -0.37 0.19 -0.12
H 0.11 -0.11 -0.36
O 1.82 0.93 1.39
Cl -0.04 -0.25 0.37
H 0.26 1.22 -0.24
H -0.20 -0.14 -0.02
C -2.33 -0.66 0.12
H 0.20 0.17 -0.26
C -1.65 0.80 0.24
C -0.22 0.30 -0.30
H 0.49 0.11 -0.58
H 0.22 0.07 0.47

Computed properties:
**SMILES**: C[C@H]1CCN(Cc2ccccc2)[P@](=O)(N(CCCl)CCCl)O1
**Total charge**: 0
**ΔE to the lowest compared entry with this formula, charge and spin**: 0.000 eV
**LUMO energy**: 0.73 eV
**Max |F|**: 3.2 eV/A
**Electronic energy**: -57339.4409 eV

# 2
Computed, not measured: a structure of composition C15H23Cl2N5O2Pt, with ωB97M-V/def2-TZVPD.

Atoms and positions in Å:
H  -4.55833  4.89760  -2.40372
O  3.02667  -5.11260  1.15847
N  3.60221  -4.60758  3.30898
C  3.13261  -4.27249  2.00588
C  -3.68391  2.71528  -0.37712
H  2.38160  -4.81600  5.74179
N  -2.26105  2.88001  -3.64102
H  -2.87133  3.40003  -4.26047
C  4.20982  -5.89017  3.64973
C  3.62553  -3.62858  4.39159
O  -1.91530  1.47059  0.69066
C  -2.52286  2.64925  -2.38920
Cl  -0.18438  1.75123  3.52772
H  4.52477  -7.95074  3.37082
H  0.98855  -2.45619  2.58414
H  3.98730  -6.01749  4.71645
Cl  -1.65097  -0.73565  3.36929
C  2.40100  -3.81629  5.30878
N  1.46937  -0.92427  1.26703
H  5.29893  -5.68209  3.65882
C  2.86133  -2.83098  1.57491
C  3.93224  -7.17218  2.89628
C  -2.34431  1.98368  -0.34236
H  -1.39139  2.53374  -4.03348
C  3.73576  -2.33634  0.60387
H  4.15678  -0.69807  -0.73035
H  -1.08843  0.49173  5.32782
H  -4.95230  3.49445  -3.41654
H  -3.70641  3.59540  0.27638
H  2.47886  -3.09991  6.12592
N  -3.72438  3.09850  -1.76681
C  -4.80227  3.81660  -2.38317
H  4.53773  -3.79079  4.96476
H  2.87950  -7.45067  2.93036
H  3.65263  -2.62756  3.97446
H  4.22260  -7.15220  1.85323
H  1.46128  -3.65752  4.77558
Pt  -0.24389  0.25598  1.44089
H  4.60223  -2.91415  0.30372
C  3.48729  -1.10893  0.01377
C  1.73291  -2.09517  1.88762
H  -4.53538  2.07766  -0.11603
H  2.10607  0.52139  -0.09394
C  2.34270  -0.43096  0.36460
N  -1.73582  1.99391  -1.55017
H  -5.71538  3.69929  -1.80165
C  -1.43280  0.75513  4.33620
H  -2.36540  1.30279  4.35754

Cartesian forces, eV/Å:
H 0.09 -0.07 0.03
O 0.07 -0.16 0.29
N 0.34 -0.02 0.26
C -0.26 0.09 -0.47
C 0.32 -0.15 -0.04
H 0.01 0.03 -0.02
N -0.21 0.14 -0.16
H 0.04 -0.02 0.01
C -0.12 -0.25 0.09
C -0.18 0.02 0.03
O -0.10 -0.05 0.52
C 0.32 -0.16 0.07
Cl 0.08 -0.04 -0.15
H -0.05 -0.02 0.17
H 0.00 0.06 0.06
H 0.03 0.03 0.03
Cl 0.05 -0.06 -0.15
C -0.03 -0.06 -0.03
N -0.01 0.11 0.43
H 0.01 0.13 -0.11
C 0.18 -0.02 0.15
C -0.16 0.08 -0.36
C 0.11 -0.03 -0.04
H 0.00 0.00 0.01
C 0.06 0.02 0.04
H -0.01 0.01 0.03
H 0.10 -0.06 0.07
H 0.03 -0.04 0.02
H -0.01 0.05 -0.03
H 0.00 0.01 -0.04
N -0.31 0.19 -0.14
C -0.08 0.10 -0.11
H 0.04 -0.05 -0.01
H -0.02 0.02 0.12
H 0.00 0.09 -0.10
H 0.12 0.13 -0.12
H 0.06 0.02 0.02
Pt -0.04 0.01 -0.55
H 0.00 0.01 0.00
C 0.09 -0.10 -0.05
C -0.13 -0.06 -0.12
H -0.03 -0.01 -0.05
H -0.04 0.05 0.01
C -0.04 -0.09 0.08
N -0.25 0.06 0.26
H 0.02 -0.03 0.04
C 0.00 0.05 0.04
H -0.09 0.04 -0.07

Computed properties:
**Total charge**: +4
**ΔE to the lowest compared entry with this formula, charge and spin**: 0.818 eV
**LUMO energy (spin up / spin down)**: -11.20 / -15.47 eV
**2S+1**: 5
**Max |F|**: 0.5 eV/A
**Electronic energy**: -55719.7535 eV

Q: Which formula does entry 1 have?
A: C15H23Cl2N2O2P